[1]
{"formula": "C36H41MgN10P2S", "method": "ωB97M-V/def2-TZVPD", "species": ["Mg", "N", "P", "C", "C", "C", "C", "C", "C", "C", "C", "C", "C", "C", "C", "C", "C", "C", "C", "C", "N", "H", "H", "H", "H", "H", "H", "H", "H", "H", "H", "H", "H", "H", "H", "H", "N", "C", "C", "C", "C", "C", "C", "C", "N", "C", "C", "N", "C", "H", "H", "H", "H", "H", "H", "H", "S", "C", "N", "C", "C", "N", "H", "H", "H", "H", "H", "H", "C", "N", "C", "N", "C", "N", "C", "P", "C", "C", "H", "H", "H", "H", "H", "H", "H", "H", "H", "H", "H", "H", "H"], "positions_angstrom": [[0.296294, -1.503617, 0.719989], [3.011461, -2.648851, -0.160970], [2.570807, -1.009150, -0.106810], [4.143331, -0.319567, 0.458217], [5.051341, 0.271485, -0.415978], [6.282461, 0.692073, 0.066568], [6.600292, 0.531941, 1.408197], [5.686326, -0.044816, 2.282770], [4.454154, -0.464718, 1.812395], [2.336748, -0.543617, -1.844785], [1.345650, 0.394397, -2.144344], [1.097413, 0.744335, -3.462786], [1.828742, 0.153658, -4.483893], [2.807556, -0.787968, -4.190705], [3.060769, -1.141725, -2.875356], [2.172978, -3.734765, 0.006600], [2.651499, -5.025413, -0.239383], [1.801031, -6.094808, -0.081316], [0.492198, -5.867665, 0.351374], [0.100106, -4.576681, 0.586425], [0.911865, -3.509749, 0.403248], [3.980268, -2.875961, -0.333798], [4.805849, 0.399491, -1.462531], [6.998817, 1.139995, -0.608589], [7.569051, 0.844169, 1.773805], [5.938330, -0.169882, 3.327134], [3.730971, -0.910022, 2.488018], [0.769941, 0.841518, -1.334525], [0.332532, 1.471015, -3.703317], [1.622675, 0.401853, -5.516124], [3.369916, -1.256506, -4.986784], [3.813374, -1.888547, -2.656343], [3.674709, -5.171150, -0.558360], [2.144210, -7.097934, -0.294244], [-0.194647, -6.687601, 0.497836], [-0.897742, -4.361348, 0.942188], [-8.199492, -5.499049, -4.127626], [-7.394657, -5.092230, -3.417116], [-6.404955, -4.552040, -2.535034], [-5.472633, -3.636754, -3.020252], [-4.546485, -3.072875, -2.164602], [-4.530764, -3.436906, -0.823140], [-5.446746, -4.361716, -0.338657], [-6.387528, -4.911980, -1.189463], [-3.546014, -2.882698, 0.054802], [-3.613754, -2.834817, 1.428707], [-2.449109, -2.282292, 1.858261], [-1.666784, -1.986344, 0.764872], [-2.360534, -2.361270, -0.300375], [-5.486750, -3.364649, -4.066149], [-3.851783, -2.337836, -2.548442], [-5.428570, -4.675791, 0.695651], [-7.109958, -5.622447, -0.813442], [-4.468843, -3.172254, 1.984659], [-2.122335, -2.083058, 2.864585], [-2.008515, -2.277518, -1.314748], [-1.844128, 1.319155, 0.821679], [-3.362488, 2.049095, 0.760470], [-4.416341, 1.757022, 1.519959], [-5.573452, 2.615169, 1.254730], [-5.088126, 3.467153, 0.066795], [-3.675913, 3.081939, -0.042659], [-4.378157, 1.129872, 2.303630], [-5.815355, 3.224098, 2.125376], [-6.446254, 2.015707, 1.001875], [-5.177500, 4.534600, 0.259619], [-5.629203, 3.238866, -0.851389], [-3.147122, 3.279596, -0.873203], [2.469041, 5.012216, 0.132073], [0.994331, 5.055621, 0.543046], [0.928278, 5.577251, 1.985217], [1.725243, 4.779034, 2.838166], [3.115535, 4.761660, 2.399801], [3.215818, 4.229917, 1.043819], [2.912324, 2.806139, 0.994510], [1.150961, 2.379344, 1.517632], [0.357125, 3.709771, 0.439057], [1.188272, 3.444080, 3.068536], [2.832950, 6.040436, 0.132810], [2.522240, 4.601327, -0.876701], [0.503235, 5.712903, -0.065157], [-0.115304, 5.557189, 2.299587], [1.287619, 6.606995, 1.974612], [3.697673, 4.140572, 3.077887], [3.519564, 5.774819, 2.422542], [3.604321, 2.289839, 1.663561], [3.095436, 2.425348, -0.014261], [-0.689650, 3.791399, 0.727257], [0.398297, 3.376604, -0.599613], [1.799284, 2.942379, 3.820732], [0.176410, 3.523563, 3.471725]], "forces_ev_per_a": [[-0.55, -0.25, 0.15], [0.03, -0.10, 0.16], [0.87, -0.16, -0.67], [-0.35, 0.14, 0.16], [-0.09, -0.02, -0.01], [0.06, 0.05, 0.00], [0.00, -0.04, -0.05], [-0.04, 0.00, 0.08], [-0.05, 0.04, -0.06], [-0.19, 0.06, 0.21], [0.10, -0.07, 0.13], [-0.04, 0.10, -0.08], [-0.02, -0.07, 0.00], [0.05, -0.05, 0.04], [0.00, 0.03, 0.02], [-0.03, -0.32, -0.05], [0.00, -0.03, 0.00], [0.01, 0.17, 0.02], [-0.01, 0.02, 0.01], [-0.07, -0.27, -0.01], [0.30, 0.40, 0.02], [0.02, 0.02, -0.02], [0.02, 0.00, -0.01], [0.00, 0.00, -0.01], [0.00, 0.03, 0.00], [0.00, 0.00, 0.01], [0.08, -0.03, 0.05], [-0.06, 0.05, -0.07], [-0.03, -0.02, 0.03], [0.01, 0.07, 0.01], [-0.01, 0.02, -0.03], [0.01, -0.01, -0.02], [0.00, 0.03, -0.02], [0.02, -0.01, 0.04], [-0.04, 0.03, 0.03], [0.00, 0.02, -0.03], [0.05, -0.01, 0.03], [-0.18, -0.10, -0.15], [0.16, 0.13, 0.18], [-0.07, -0.06, 0.00], [0.13, 0.11, 0.14], [-0.31, -0.23, -0.38], [0.16, 0.05, 0.15], [-0.04, 0.04, -0.12], [0.18, 0.12, 0.09], [0.09, 0.08, 0.21], [-0.12, -0.03, 0.00], [-0.12, -0.01, -0.12], [0.09, 0.01, 0.05], [-0.01, 0.03, 0.00], [-0.02, 0.01, -0.02], [0.00, -0.01, 0.00], [0.01, -0.01, 0.00], [-0.03, -0.02, -0.04], [-0.09, 0.01, 0.03], [-0.12, -0.09, -0.05], [0.19, -0.09, 0.02], [-0.10, 0.12, -0.04], [-0.17, 0.07, -0.04], [-0.12, 0.04, 0.04], [-0.04, 0.09, -0.03], [-0.25, -0.02, -0.03], [0.18, -0.06, -0.05], [0.05, -0.01, 0.00], [0.01, 0.02, 0.02], [-0.03, -0.03, 0.01], [0.04, -0.04, 0.02], [0.14, -0.10, 0.04], [0.27, -0.02, -0.04], [0.08, 0.12, 0.03], [-0.06, 0.07, 0.28], [0.07, 0.05, 0.22], [-0.09, 0.02, -0.10], [0.29, 0.02, 0.03], [-0.22, -0.18, 0.08], [0.53, 0.78, -0.11], [-0.10, -0.55, 0.08], [-0.14, -0.30, -0.10], [-0.11, 0.02, -0.01], [-0.09, 0.02, 0.01], [-0.01, -0.02, 0.00], [-0.02, 0.00, -0.12], [0.02, -0.03, -0.13], [0.02, 0.02, -0.02], [-0.04, 0.01, -0.01], [0.00, -0.06, -0.07], [0.00, 0.03, 0.03], [-0.01, 0.06, -0.03], [-0.02, 0.12, -0.03], [-0.03, 0.01, 0.01], [0.01, -0.03, 0.01]], "charge": 3, "homo_energy_ha": -0.5636, "homo_lumo_gap_ev": 7.86, "spin_multiplicity": 1, "lumo_ha": -0.275, "relative_energy_kj_mol": 148.7}

=====

[2]
{"formula": "C2H4BrNO2", "method": "ωB97M-V/def2-TZVPD", "species": ["C", "C", "N", "O", "O", "Br", "H", "H", "H", "H"], "positions_angstrom": [[-0.195527, -2.298464, -0.206979], [-0.098314, 1.727057, -0.131898], [0.957781, -0.197415, 0.652560], [-1.119177, -2.939611, -0.587200], [0.134603, 0.355305, -0.320061], [-0.128188, -1.312597, 1.643256], [0.622636, -1.717497, -0.684914], [-0.540559, 2.033801, 0.807938], [-0.601368, 2.207834, -1.049020], [0.968114, 2.141587, -0.123682]], "forces_ev_per_a": [[-3.38, -1.57, -0.79], [2.42, 2.09, -1.43], [1.29, 1.19, -0.65], [2.51, 1.26, 0.81], [-1.16, -0.30, -0.44], [-0.66, -1.00, 0.41], [0.48, -0.24, 0.34], [-0.53, -0.39, 0.19], [0.45, -1.17, 1.45], [-1.42, 0.13, 0.10]], "charge": 0, "homo_energy_ha": [-0.3102, -0.3102], "homo_lumo_gap_ev": [8.36, 8.36], "spin_multiplicity": 1, "lumo_ha": [-0.003, -0.003], "relative_energy_kj_mol": 592.9}

=====

[3]
{"formula": "C48H36BeN2OP2S", "method": "ωB97M-V/def2-TZVPD", "species": ["Be", "O", "S", "C", "C", "C", "C", "C", "C", "P", "C", "C", "C", "C", "C", "C", "C", "C", "C", "C", "C", "C", "C", "C", "C", "C", "C", "C", "P", "C", "C", "C", "C", "C", "C", "C", "C", "C", "C", "C", "C", "H", "H", "H", "H", "H", "H", "H", "H", "H", "H", "H", "H", "H", "H", "H", "H", "H", "H", "H", "H", "H", "H", "H", "H", "H", "H", "H", "H", "C", "C", "N", "C", "C", "C", "C", "C", "C", "C", "C", "C", "N", "C", "H", "H", "H", "H", "H", "H", "H", "H"], "positions_angstrom": [[-0.297830, 0.335837, -0.816202], [-1.516555, 1.968607, 3.461957], [-0.728709, 1.223936, 2.489628], [-0.851949, -0.493850, 3.044849], [-0.450134, -0.855431, 4.341880], [-0.389938, -2.163751, 4.727609], [-0.737606, -3.206753, 3.873373], [-1.244683, -2.817181, 2.633189], [-1.153862, -1.539501, 2.135299], [-1.623980, -1.019385, 0.478808], [-3.252930, -0.289971, 0.869622], [-3.554931, 1.039888, 0.508173], [-4.692577, 1.580391, 1.148047], [-5.518982, 0.797096, 1.876688], [-5.317664, -0.576218, 2.046238], [-4.191120, -1.165519, 1.553938], [-2.101680, -2.587873, -0.387350], [-1.334672, -3.736586, -0.386856], [-1.700768, -4.762935, -1.236879], [-2.748913, -4.633652, -2.157137], [-3.497183, -3.461656, -2.148357], [-3.193023, -2.452728, -1.254167], [1.054572, 1.483143, 2.985093], [1.286485, 1.976578, 4.232540], [2.619537, 2.149224, 4.686162], [3.678653, 1.783232, 3.927548], [3.448216, 1.327259, 2.609338], [2.137472, 1.173150, 2.109403], [1.889406, 0.475471, 0.390422], [3.152628, -0.898434, 0.702217], [4.423364, -0.945298, 0.136432], [5.185361, -2.088157, 0.329660], [4.726449, -3.109586, 1.125723], [3.484750, -3.041300, 1.715046], [2.700081, -1.904580, 1.575243], [2.569963, 1.911598, -0.557531], [3.007857, 1.759208, -1.926165], [3.521435, 2.826081, -2.617739], [3.594963, 4.066757, -1.979851], [3.111162, 4.234114, -0.724657], [2.537103, 3.156755, 0.011888], [-0.262274, -0.043261, 5.048300], [0.018218, -2.315794, 5.683691], [-0.533809, -4.274812, 4.102933], [-1.813212, -3.555203, 2.085307], [-2.921338, 1.706274, -0.059051], [-4.956434, 2.639706, 0.978553], [-6.526672, 1.127153, 2.134250], [-6.033467, -1.181731, 2.671561], [-3.992382, -2.262460, 1.763147], [-0.451234, -3.841781, 0.185198], [-1.067256, -5.668387, -1.370862], [-3.046853, -5.409078, -2.845556], [-4.234600, -3.309419, -2.939082], [-3.676701, -1.518554, -1.200327], [0.483418, 2.125137, 4.922003], [2.850989, 2.453205, 5.700310], [4.773852, 1.966915, 4.238973], [4.222411, 1.207089, 1.846990], [4.851594, -0.078580, -0.403787], [6.231887, -2.180395, -0.059718], [5.330216, -3.954892, 1.406122], [3.148903, -3.921829, 2.216058], [1.758239, -1.789551, 2.090949], [2.926250, 0.743838, -2.426685], [4.031558, 2.681144, -3.604041], [4.052829, 4.890312, -2.551105], [3.217616, 5.231439, -0.230292], [2.119468, 3.312783, 0.999311], [-0.184208, -2.149547, -4.157193], [0.088142, -1.747994, -2.886158], [-0.262251, -0.535393, -2.358417], [-0.635355, 0.437135, -3.210127], [-0.787451, 0.125615, -4.688321], [-0.689494, -1.149759, -5.038482], [-1.090203, 1.264163, -5.518109], [-1.305379, 2.562332, -5.048653], [-1.225735, 2.841932, -3.625776], [-1.482594, 4.076495, -3.022800], [-1.333896, 4.229005, -1.653819], [-0.935263, 3.143835, -0.846661], [-0.717259, 1.913830, -1.404638], [-0.778920, 1.778503, -2.732324], [0.207233, -3.074574, -4.547068], [0.502077, -2.490242, -2.243220], [-0.952719, -1.507178, -5.994412], [-1.111193, 1.060182, -6.619399], [-1.627750, 3.423493, -5.676273], [-1.825497, 4.887658, -3.641014], [-1.598204, 5.190996, -1.227536], [-0.785028, 3.422252, 0.224161]], "forces_ev_per_a": [[0.49, -1.08, 1.06], [-0.72, 0.93, 0.51], [1.49, -0.75, 0.29], [1.46, -1.49, -0.25], [-1.07, 1.93, -0.80], [0.44, -0.70, -0.41], [0.28, 0.48, -0.10], [-0.30, -1.57, -0.06], [0.06, 1.95, 1.05], [-1.26, -0.60, -0.60], [-0.36, -0.63, -0.74], [-0.63, -0.96, 2.23], [0.61, 1.34, -1.56], [-2.05, -0.98, 0.08], [-0.72, -0.73, 1.13], [1.56, 0.34, -0.14], [0.04, 1.15, -0.01], [-0.52, -0.21, -0.79], [0.49, -1.44, -1.51], [-0.18, 0.59, 0.91], [-0.11, 0.11, -0.69], [1.21, -0.73, 0.27], [0.10, -0.64, -1.55], [1.32, 0.06, 0.92], [-1.15, -0.35, 0.97], [2.59, 0.19, -1.98], [-0.94, 0.38, -0.73], [-1.02, 0.05, 1.10], [0.98, 0.53, 0.89], [-0.84, 0.49, -0.45], [-0.04, 0.43, -0.55], [1.94, 0.14, -0.09], [-0.04, -0.23, 0.22], [-0.47, 0.45, -0.03], [0.30, -0.03, -1.02], [0.06, -1.31, -1.50], [-0.64, -1.61, 0.67], [0.89, -0.31, -0.65], [0.62, 0.36, -1.50], [-0.67, 0.90, 2.02], [0.79, 1.16, -0.72], [0.15, -0.43, -0.12], [0.31, -0.62, 1.16], [-0.70, 0.95, 0.05], [0.55, -0.24, -0.44], [0.21, -0.34, -0.03], [0.16, -0.70, 0.10], [0.54, 0.48, 0.46], [0.69, 0.77, -0.97], [-0.02, 1.60, -0.46], [0.71, -0.01, 0.65], [-0.50, 0.71, 0.62], [0.35, -0.21, -0.02], [-0.09, -0.05, 0.49], [-0.98, 0.75, -0.38], [-0.50, 0.42, 0.14], [-0.47, 0.26, 0.00], [-2.04, -0.46, -0.30], [0.21, -0.19, 0.76], [-0.50, -0.70, 0.11], [-1.16, 0.36, 0.24], [0.30, -0.22, -0.46], [-0.34, -0.14, 0.74], [-0.26, -0.15, 0.00], [0.29, 1.26, 0.75], [-0.89, 0.16, 0.88], [-0.25, -0.32, 0.60], [-0.29, -0.98, -0.49], [0.28, 0.11, -0.03], [0.06, 2.31, -1.11], [-0.70, 0.14, 1.25], [0.59, 0.79, -0.41], [0.53, -1.58, -3.55], [-0.44, 4.41, 4.36], [0.83, -3.78, 0.14], [-0.39, 1.48, -1.21], [-0.17, -1.25, 0.01], [1.21, -1.78, 0.70], [0.02, -0.47, 0.13], [-0.11, -0.56, -0.23], [0.12, 0.51, -0.56], [0.50, 1.12, 1.77], [-1.94, 1.12, -1.54], [-0.47, -0.32, 0.13], [0.29, -0.04, 0.85], [-0.12, 0.07, -1.31], [-0.19, 0.36, 1.10], [0.50, -1.04, 0.18], [-0.05, 0.29, -0.05], [0.29, -0.20, 0.25], [-0.12, -1.28, -0.81]], "charge": 2, "homo_energy_ha": -0.4957, "homo_lumo_gap_ev": 6.82, "spin_multiplicity": 1, "lumo_ha": -0.245, "relative_energy_kj_mol": 0.0}